Entry 1:
The following is a quantum chemistry calculation of a molecular structure, C2H4NO2 at a distorted geometry, from OMol25.

Structure (XYZ):
```
9
C2H4NO2 (wB97M-V/def2-TZVPD)
O 0.717 0.160 -0.035
O -0.985 -1.632 -0.197
N -1.686 0.572 0.082
C 1.775 -0.446 0.158
C -0.947 -0.482 0.006
H -1.597 1.606 -0.168
H 2.744 -0.162 -0.237
H 1.765 -1.360 0.674
H -2.689 0.457 0.378
```

For the LUMO energy, the calculation gives -5.690 eV. The calculation puts the HOMO energy at -16.97 eV. The strongest force on any atom comes out at 3.84 eV Å⁻¹. The HOMO-LUMO gap comes out at 11.3 eV. Its total charge is +1. For the calculated total energy, the calculation gives -283.51233 hartree. As for the relative energy (zero: lowest compared OMol25 entry of this formula, charge and spin): 115.1 kJ/mol.



Entry 2:
The following is a quantum chemistry calculation of a gas-phase ion, C2H4NO3P (charge -2) at a distorted geometry, from OMol25.

Structure (XYZ):
```
11
C2H4NO3P (wB97M-V/def2-TZVPD)
P -1.644 0.251 0.463
O 2.159 -1.053 -0.442
O -2.422 0.965 -0.559
O -1.933 -1.435 0.113
N 1.322 -0.539 0.444
C 0.065 0.054 -0.281
C 1.130 0.914 0.235
H -1.319 -2.022 0.620
H 0.753 1.466 1.190
H 1.727 1.485 -0.449
H 0.163 -0.084 -1.335
```

For the LUMO energy, the calculation gives 7.437 eV. The calculation puts the HOMO energy at 1.83 eV. The strongest force on any atom comes out at 3.86 eV Å⁻¹. The HOMO-LUMO gap comes out at 5.6 eV. Its total charge is -2. For the calculated total energy, the calculation gives -700.28762 hartree. As for the relative energy (zero: lowest compared OMol25 entry of this formula, charge and spin): 458.6 kJ/mol.